{"formula": "C40H28Cl4N5O5Sn", "method": "ωB97M-V with the def2-TZVPD basis set", "multiplicity": 1, "gap_ha": 0.2518, "charge": -1, "elements": ["Sn", "Cl", "C", "C", "C", "N", "C", "O", "C", "C", "C", "C", "C", "N", "C", "C", "C", "Cl", "N", "C", "O", "C", "C", "C", "C", "C", "N", "H", "H", "H", "H", "H", "H", "H", "H", "H", "H", "C", "C", "O", "C", "C", "C", "C", "C", "C", "H", "H", "H", "H", "H", "H", "H", "H", "Cl", "C", "C", "C", "C", "C", "Cl", "C", "N", "C", "C", "C", "C", "C", "C", "C", "C", "O", "O", "H", "H", "H", "H", "H", "H", "H", "H", "H", "H"], "coordinates": [[-1.0520, -2.1879, -0.3199], [-2.8931, -8.5797, 2.0901], [-2.4454, -6.8988, 2.0772], [-1.6544, -6.4261, 1.0430], [-1.2649, -5.0890, 0.9923], [-0.5412, -4.5275, -0.0689], [0.3709, -5.2621, -0.7255], [0.7349, -6.4187, -0.4942], [1.0462, -4.5530, -1.8907], [2.0539, -5.2185, -2.5801], [2.6628, -4.5885, -3.6504], [2.2369, -3.3169, -4.0115], [1.2245, -2.7294, -3.2717], [0.6495, -3.3294, -2.2308], [-1.6726, -4.2173, 2.0255], [-2.4677, -4.7100, 3.0576], [-2.8615, -6.0380, 3.0810], [-3.8852, -6.5874, 4.3754], [-1.2861, -2.8721, 1.9126], [-1.0614, -2.1218, 2.9965], [-1.1341, -2.4332, 4.1877], [-0.7101, -0.6830, 2.6634], [-0.4865, 0.2061, 3.7050], [-0.2348, 1.5337, 3.4090], [-0.2258, 1.9341, 2.0809], [-0.4385, 0.9806, 1.1011], [-0.6693, -0.3025, 1.3858], [-1.3350, -7.1033, 0.2680], [2.3265, -6.2111, -2.2504], [3.4568, -5.0794, -4.2002], [2.6818, -2.7861, -4.8432], [0.8566, -1.7354, -3.5022], [-2.7755, -4.0497, 3.8527], [-0.5304, -0.1749, 4.7150], [-0.0537, 2.2501, 4.2011], [-0.0425, 2.9602, 1.8039], [-0.4267, 1.2433, 0.0478], [-3.3140, 1.4274, -1.3840], [-3.7315, 0.5187, -0.2672], [-3.4704, -0.6679, -0.2843], [-4.5091, 1.0792, 0.8850], [-5.0536, 2.3605, 0.8710], [-5.8051, 2.8131, 1.9458], [-6.0116, 1.9930, 3.0463], [-5.4581, 0.7185, 3.0746], [-4.7129, 0.2657, 1.9993], [-2.4898, 0.9807, -1.9355], [-3.0079, 2.4059, -1.0161], [-4.1567, 1.5700, -2.0684], [-4.9027, 3.0119, 0.0190], [-6.2316, 3.8085, 1.9231], [-6.6025, 2.3487, 3.8822], [-5.6118, 0.0759, 3.9327], [-4.2703, -0.7232, 2.0047], [5.5031, 3.8444, -3.2828], [4.4028, 5.0339, -2.6770], [4.7376, 6.3735, -2.7804], [3.8705, 7.3325, -2.2857], [2.6829, 6.9524, -1.6856], [2.3611, 5.6076, -1.5957], [0.8783, 5.1544, -0.8353], [3.2002, 4.6055, -2.1004], [2.8684, 3.2403, -2.0947], [3.2566, 2.3942, -1.0464], [3.9930, 2.8747, 0.0365], [4.4068, 2.0221, 1.0511], [4.1031, 0.6745, 0.9930], [3.3957, 0.1849, -0.0993], [2.9636, 1.0132, -1.1267], [2.2119, 0.4250, -2.3012], [0.6795, 0.6248, -2.1912], [0.1919, 1.7171, -2.5583], [0.0365, -0.3842, -1.7632], [5.6680, 6.6541, -3.2556], [4.1243, 8.3820, -2.3675], [2.0034, 7.6888, -1.2764], [1.9321, 3.0156, -2.4661], [4.2290, 3.9323, 0.0861], [4.9583, 2.4214, 1.8945], [4.4123, 0.0002, 1.7826], [3.1674, -0.8743, -0.1579], [2.3761, -0.6505, -2.3286], [2.5726, 0.8754, -3.2290]], "atomic_forces_ev_per_a": [[-0.29, -0.59, -0.02], [-0.01, 0.00, -0.02], [0.00, 0.09, 0.04], [-0.03, 0.03, 0.02], [0.05, -0.04, -0.04], [0.20, 0.23, -0.06], [-0.03, 0.02, 0.15], [-0.09, 0.05, -0.05], [0.03, 0.04, -0.07], [0.05, -0.10, 0.00], [-0.05, 0.06, 0.02], [0.01, -0.09, 0.00], [-0.10, 0.02, -0.03], [0.01, 0.01, 0.18], [0.03, -0.10, 0.12], [0.01, 0.08, -0.04], [0.04, -0.01, -0.08], [0.01, 0.00, 0.04], [0.11, 0.09, -0.33], [-0.18, -0.06, -0.05], [0.03, 0.03, -0.12], [0.01, 0.09, 0.05], [-0.02, 0.03, 0.05], [-0.02, -0.02, -0.05], [0.02, -0.06, 0.09], [-0.01, -0.02, -0.22], [0.15, -0.01, 0.08], [0.03, -0.01, 0.01], [-0.01, 0.02, -0.01], [-0.01, -0.01, 0.01], [-0.02, 0.00, 0.02], [-0.02, -0.12, 0.04], [0.01, -0.01, 0.01], [0.00, 0.00, -0.01], [-0.01, -0.01, -0.01], [0.04, 0.09, -0.07], [0.03, -0.04, 0.01], [0.09, 0.06, -0.12], [-0.04, -0.07, 0.10], [-0.17, 0.12, -0.02], [-0.04, -0.01, 0.13], [0.01, 0.02, -0.04], [-0.03, 0.02, 0.02], [0.01, 0.01, -0.02], [0.00, 0.01, 0.00], [0.06, -0.04, 0.00], [0.08, -0.05, 0.01], [0.01, 0.02, -0.02], [0.00, 0.01, 0.06], [0.01, -0.04, 0.01], [0.01, -0.02, 0.00], [0.03, -0.01, -0.02], [0.02, 0.02, -0.01], [-0.03, 0.01, -0.02], [0.04, 0.01, -0.03], [-0.08, -0.04, 0.08], [0.07, -0.03, -0.01], [0.00, 0.04, 0.01], [-0.05, 0.06, 0.03], [0.15, -0.13, -0.10], [-0.12, -0.09, 0.04], [0.04, 0.02, -0.06], [-0.87, -0.12, -0.28], [0.33, -0.30, 0.12], [-0.11, 0.04, -0.09], [0.00, 0.04, 0.03], [-0.01, -0.11, 0.02], [-0.09, 0.09, 0.06], [-0.10, 0.13, -0.09], [-0.07, 0.15, 0.24], [-0.12, 0.06, -0.35], [0.41, -0.26, 0.40], [0.11, 0.61, 0.11], [-0.01, -0.03, 0.03], [-0.01, -0.03, 0.01], [0.01, -0.04, -0.04], [0.31, 0.07, 0.26], [0.00, -0.04, 0.03], [0.00, 0.00, -0.04], [0.00, 0.04, -0.03], [0.00, 0.03, -0.03], [0.22, 0.09, 0.02], [-0.06, 0.02, -0.02]], "lowdin_charge": [1.512, 0.626, -0.686, -0.045, -0.231, -0.044, -0.484, 0.011, -0.194, -0.008, -0.066, -0.062, -0.144, 0.054, -0.226, -0.047, -0.689, 0.624, -0.041, -0.489, 0.018, -0.191, 0.000, -0.052, -0.044, -0.110, 0.031, 0.102, 0.111, 0.102, 0.101, 0.098, 0.101, 0.114, 0.105, 0.096, 0.098, -0.003, -0.396, -0.050, -0.151, -0.035, -0.087, -0.089, -0.070, -0.010, 0.074, 0.083, 0.099, 0.106, 0.099, 0.100, 0.106, 0.119, 0.711, -0.591, -0.115, -0.090, -0.116, -0.591, 0.720, -0.322, 0.049, -0.212, -0.034, -0.102, -0.103, -0.038, -0.146, -0.061, -0.664, -0.034, -0.251, 0.101, 0.104, 0.101, 0.115, 0.109, 0.096, 0.096, 0.115, 0.086, 0.121]}